[1]
Density functional theory data (the ωB97M-V functional and the def2-TZVPD basis) for 2 unconnected molecules or ions with the total composition H9NSi3.

## Properties
energy relative to the best compared isomer or geometry (same formula, charge and spin)	3.6481	eV
HOMO level (spin up / spin down)	-8.33 / -7.62	eV
calculated total energy	-928.43072	a.u.
F_max	0.0441	Eh/bohr
gap between HOMO and LUMO (spin up / spin down)	7.721 / 6.129	eV
LUMO level (spin up / spin down)	-0.606 / -1.492	eV

Element x y z (Å)
N (-1.618, 1.352, -0.880)
Si (3.576, -0.173, -0.169)
Si (-1.644, 0.281, 0.503)
Si (-1.241, -1.795, -0.302)
H (-1.352, 2.232, -0.389)
H (-2.446, 1.600, -1.394)
H (3.210, 0.144, 1.226)
H (4.565, 0.849, -0.635)
H (2.395, -0.804, -0.956)
H (-2.845, 0.496, 1.202)
H (-0.814, 1.081, 1.606)
H (-1.869, -2.890, 0.314)
H (0.083, -2.373, -0.125)

[2]
Density functional theory data (the ωB97M-V functional and the def2-TZVPD basis) for a gas-phase ion, C8H17N2 (charge +1).

## Properties
energy relative to the best compared isomer or geometry (same formula, charge and spin)	8.6278	eV
HOMO level (spin up / spin down)	-12.33 / -13.84	eV
calculated total energy	-423.99777	a.u.
F_max	0.0846	Eh/bohr
charge	+1
gap between HOMO and LUMO (spin up / spin down)	7.899 / 9.886	eV
LUMO level (spin up / spin down)	-4.433 / -3.954	eV

Element x y z (Å)
C (-0.532, -0.086, -1.097)
C (-0.262, 0.308, 1.022)
C (1.201, 0.662, 1.003)
C (1.924, -0.407, 1.841)
C (0.085, 1.649, -2.585)
C (-2.282, -0.610, 0.305)
C (-0.139, -2.052, 0.202)
C (-0.925, 0.749, -1.932)
N (1.681, 1.074, -0.329)
N (-0.876, -0.719, 0.042)
H (-0.500, -0.129, 1.996)
H (-0.922, 1.223, 0.814)
H (1.169, 1.441, 1.806)
H (1.078, -0.580, 2.382)
H (2.702, 0.038, 2.475)
H (2.572, -1.178, 1.344)
H (0.676, 1.128, -3.295)
H (0.752, 2.265, -1.999)
H (-0.565, 2.254, -3.160)
H (-2.457, -1.040, 1.334)
H (-2.634, 0.482, 0.318)
H (-2.834, -1.244, -0.416)
H (0.689, -1.890, 0.865)
H (-0.788, -2.895, 0.519)
H (0.446, -2.193, -0.763)
H (-1.912, 0.894, -2.354)
H (2.652, 0.853, -0.336)

[3]
Density functional theory data (the ωB97M-V functional and the def2-TZVPD basis) for a molecular structure, C31H27BBrN3O2PdS.

## Properties
energy relative to the best compared isomer or geometry (same formula, charge and spin)	0.9213	eV
HOMO level (spin up / spin down)	-6.58 / -6.57	eV
calculated total energy	-4637.24834	a.u.
F_max	0.0780	Eh/bohr
gap between HOMO and LUMO (spin up / spin down)	5.234 / 5.229	eV
LUMO level (spin up / spin down)	-1.343 / -1.344	eV

Element x y z (Å)
Pd (0.656, 1.740, 0.767)
S (2.318, 0.564, 4.715)
C (0.613, 0.385, 4.829)
C (-0.026, 0.648, 3.656)
C (0.855, 1.017, 2.608)
C (2.167, 1.028, 3.034)
C (3.301, 1.402, 2.231)
C (4.622, 1.141, 2.608)
C (5.644, 1.489, 1.750)
C (5.335, 2.110, 0.547)
C (4.004, 2.358, 0.256)
N (3.008, 2.012, 1.065)
H (0.188, 0.087, 5.769)
H (-1.097, 0.577, 3.536)
H (4.822, 0.651, 3.549)
H (6.670, 1.268, 2.008)
H (6.108, 2.396, -0.148)
H (3.717, 2.848, -0.668)
Br (3.426, 0.270, -5.903)
C (2.538, 1.069, -4.414)
C (2.684, 0.514, -3.149)
C (2.016, 1.078, -2.088)
C (1.175, 2.201, -2.252)
C (1.071, 2.750, -3.545)
C (1.741, 2.186, -4.610)
N (0.543, 2.669, -1.136)
C (-0.186, 3.788, -1.114)
C (-0.757, 4.255, 0.078)
C (-1.406, 5.518, 0.169)
C (-1.894, 5.951, 1.368)
C (-1.757, 5.136, 2.506)
C (-1.134, 3.913, 2.360)
N (-0.654, 3.483, 1.204)
H (3.315, -0.351, -3.005)
H (2.109, 0.642, -1.094)
H (0.449, 3.611, -3.733)
H (1.641, 2.609, -5.599)
H (-0.325, 4.391, -2.006)
H (-1.486, 6.121, -0.723)
H (-2.384, 6.910, 1.449)
H (-2.128, 5.452, 3.467)
H (-1.015, 3.245, 3.207)
C (-4.054, -5.197, -1.749)
C (-3.162, -5.157, -0.498)
C (-4.064, -5.193, 0.739)
C (-2.261, -6.400, -0.476)
C (-2.295, -3.904, -0.550)
C (-1.424, -3.752, -1.632)
C (-0.608, -2.647, -1.802)
C (-0.681, -1.670, -0.834)
O (-0.012, -0.493, -0.725)
B (-0.453, 0.109, 0.446)
O (-1.398, -0.694, 1.055)
C (-1.538, -1.801, 0.261)
C (-2.354, -2.905, 0.421)
H (-4.718, -6.058, -1.710)
H (-3.460, -5.271, -2.655)
H (-4.662, -4.297, -1.811)
H (-4.666, -6.099, 0.726)
H (-4.742, -4.343, 0.755)
H (-3.472, -5.198, 1.652)
H (-2.869, -7.299, -0.399)
H (-1.587, -6.365, 0.377)
H (-1.664, -6.474, -1.380)
H (-1.378, -4.521, -2.386)
H (0.045, -2.542, -2.652)
H (-3.009, -2.963, 1.274)

[4]
Density functional theory data (the ωB97M-V functional and the def2-TZVPD basis) for 2 unconnected molecules or ions with the total composition C4H12.

## Properties
energy relative to the best compared isomer or geometry (same formula, charge and spin)	0.4331	eV
HOMO level	-11.70	eV
calculated total energy	-159.56906	a.u.
F_max	0.0365	Eh/bohr
structure (SMILES)	CC.CC
gap between HOMO and LUMO	12.855	eV
LUMO level	1.157	eV

Element x y z (Å)
C (1.737, -0.921, 1.135)
C (2.518, -0.137, 0.069)
H (1.702, -1.925, 0.714)
H (2.307, -0.939, 2.063)
H (0.728, -0.548, 1.239)
H (1.782, 0.259, -0.641)
H (3.284, -0.661, -0.498)
H (2.973, 0.813, 0.382)
C (-1.724, 1.177, -0.655)
C (-2.519, -0.135, -0.462)
H (-0.747, 0.946, -0.253)
H (-1.537, 1.402, -1.706)
H (-2.213, 2.044, -0.229)
H (-1.970, -0.914, 0.056)
H (-2.935, -0.521, -1.392)
H (-3.386, 0.059, 0.179)

[5]
Density functional theory data (the ωB97M-V functional and the def2-TZVPD basis) for a gas-phase ion, C11H9O4 (charge -1).

## Properties
energy relative to the best compared isomer or geometry (same formula, charge and spin)	1.4916	eV
HOMO level (spin up / spin down)	-3.55 / -3.55	eV
calculated total energy	-725.52188	a.u.
F_max	0.0674	Eh/bohr
charge	-1
structure (SMILES)	O=C([O-])[C@@H]1C=c2ccccc2=CC1(O)O
gap between HOMO and LUMO (spin up / spin down)	6.689 / 6.689	eV
LUMO level (spin up / spin down)	3.138 / 3.138	eV

Element x y z (Å)
C (-2.585, 1.408, 0.243)
C (-2.758, 0.144, 0.937)
C (-1.475, 1.739, -0.456)
C (-1.702, -0.735, 0.931)
C (0.876, 1.059, -1.056)
C (0.516, -1.397, 0.355)
C (-0.322, 0.774, -0.438)
C (-0.480, -0.478, 0.309)
C (2.656, 1.455, 0.392)
C (2.095, 0.343, -0.796)
C (1.954, -1.074, -0.197)
O (2.810, 1.004, 1.521)
O (2.797, 2.591, -0.086)
O (2.905, -1.417, 0.867)
O (2.230, -2.061, -1.176)
H (-3.359, 2.059, 0.093)
H (-3.806, -0.007, 1.238)
H (-1.297, 2.725, -0.797)
H (-1.704, -1.627, 1.524)
H (0.975, 1.990, -1.610)
H (0.136, -2.396, 0.786)
H (3.026, 0.302, -1.414)
H (3.069, -0.685, 1.597)
H (3.142, -1.896, -1.497)

energy relative to the best compared isomer or geometry (same formula, charge and spin) of number 2 (C8H17N2)? 8.6278 eV